(1)
Computed, not measured: C22H35N5O7SZr as an isolated structure, with the ωB97M-V functional and the def2-TZVPD basis.

The geometry in XYZ format:
```
71
Properties=species:S:1:pos:R:3:lowdin_charge:R:1
Zr 0.407 0.588 -0.085 1.80
C 0.537 -4.745 1.322 0.01
N 1.243 -3.471 1.157 -0.09
C 2.681 -3.486 1.451 0.02
C 0.642 -2.374 0.777 -0.35
O 1.242 -1.265 0.682 -0.11
C -0.841 -2.394 0.448 -0.05
O -1.120 -1.269 -0.385 -0.22
C -1.462 -1.507 -1.748 -0.05
C -0.367 -0.898 -2.612 -0.39
O 0.659 -0.456 -2.031 -0.16
N -0.531 -0.844 -3.910 -0.09
C -1.717 -1.409 -4.562 0.01
C 0.487 -0.225 -4.764 0.02
H 1.099 -5.355 2.024 0.11
H 0.474 -5.287 0.377 0.11
H -0.459 -4.602 1.736 0.10
H 3.136 -4.325 0.927 0.11
H 2.835 -3.612 2.522 0.11
H 3.140 -2.561 1.122 0.09
H -1.403 -2.263 1.374 0.16
H -1.151 -3.318 -0.035 0.14
H -2.428 -1.045 -1.948 0.15
H -1.537 -2.577 -1.952 0.15
H -1.960 -2.392 -4.162 0.10
H -1.505 -1.530 -5.619 0.11
H -2.577 -0.747 -4.456 0.11
H 1.116 0.431 -4.172 0.07
H -0.013 0.354 -5.537 0.11
H 1.103 -0.991 -5.234 0.11
C 1.993 4.320 3.169 -0.06
C 3.059 3.282 3.508 -0.14
C 2.588 1.813 3.386 -0.30
C 3.769 0.863 3.661 -0.15
C 3.370 -0.610 3.685 -0.06
C 1.512 1.540 4.450 -0.37
O 1.703 1.711 5.617 0.17
N 0.302 0.953 4.007 0.24
C -0.040 0.900 2.695 -0.53
O -0.909 0.165 2.201 0.02
N 0.687 1.652 1.822 0.02
C 2.039 1.588 2.001 -0.45
O 2.676 1.295 0.989 0.01
H 2.374 5.322 3.358 0.09
H 1.097 4.187 3.779 0.09
H 1.704 4.264 2.117 0.05
H 3.396 3.411 4.536 0.13
H 3.928 3.404 2.858 0.13
H 4.211 1.146 4.616 0.13
H 4.510 1.038 2.881 0.13
H 2.723 -0.836 4.535 0.09
H 4.258 -1.236 3.775 0.09
H 2.851 -0.889 2.766 0.05
H -0.267 0.486 4.701 0.18
C -2.591 1.658 0.135 -0.14
O -1.292 1.490 -0.420 -0.49
H -3.025 0.697 0.410 0.08
H -3.230 2.148 -0.600 0.09
H -2.543 2.272 1.036 0.09
S 1.539 2.325 -1.725 0.70
C 1.217 3.864 -1.020 -0.66
N -0.016 4.146 -0.540 0.08
C -0.364 5.344 -0.023 -0.03
C 0.545 6.358 0.029 -0.03
C 1.837 6.119 -0.458 -0.01
C 2.172 4.885 -0.968 -0.06
H -0.689 3.380 -0.592 0.11
H -1.380 5.440 0.331 0.14
H 0.268 7.318 0.437 0.13
H 2.577 6.908 -0.429 0.13
H 3.162 4.674 -1.344 0.12
```

Output
M, g/mol: 604.84
Charge: +2
Calculated total energy, eV: -57274.2026
ΔE to the lowest compared entry with this formula, charge and spin, kcal per mole: 12.0
Lowest unoccupied orbital energy, Eh: -0.193
Frontier orbital gap, eV: 8.6

(2)
Computed, not measured: C8H10N2NiO as an isolated structure in a non-equilibrium geometry, with the ωB97M-V functional and the def2-TZVPD basis.

The geometry in XYZ format:
```
22
Properties=species:S:1:pos:R:3:lowdin_charge:R:1
C -0.611 0.824 -2.167 -0.16
C 0.768 0.803 -1.890 -0.28
C 0.961 1.321 -0.599 -0.22
C -0.327 1.655 -0.051 -0.22
C -1.407 1.189 -0.949 -0.49
Ni -0.509 -0.354 0.029 0.13
N -2.513 0.427 0.114 -0.15
C 0.327 -1.890 -0.515 -0.29
C 1.643 -1.553 -0.423 -0.10
H 1.907 1.442 -0.075 0.08
H 1.559 0.461 -2.554 0.06
H -0.528 2.172 0.890 0.08
H -2.328 1.697 -1.101 0.03
H -1.066 0.621 -3.143 0.05
H 2.222 -1.364 -1.293 0.01
H -0.169 -2.229 0.393 0.04
H -2.600 -0.606 -0.152 -0.11
H 2.163 -1.534 0.509 0.03
H -0.283 -2.126 -1.430 0.07
O 0.325 -0.296 4.013 -0.06
C 0.282 -0.295 2.826 -0.52
N 0.183 -0.366 1.649 0.04
```

Output
M, g/mol: 208.87
Charge: -2
Calculated total energy, eV: -54519.6899
Lowest unoccupied orbital energy (alpha / beta), Eh: 0.233 / 0.231
Multiplicity: 3
Frontier orbital gap (alpha / beta), eV: 3.2 / 4.4

(3)
Computed, not measured: C44H49CsF6N12O11S5Se2 as an isolated structure in a non-equilibrium geometry, with the ωB97M-V functional and the def2-TZVPD basis.

The geometry in XYZ format:
```
130
Properties=species:S:1:pos:R:3:lowdin_charge:R:1
Cs -0.256 0.512 -0.665 1.70
N 0.853 -4.641 0.300 0.14
C 0.572 -3.396 -0.157 -0.19
N 0.606 -3.059 -1.388 0.04
C 0.906 -4.015 -2.360 -0.30
N 0.685 -3.789 -3.603 0.08
N 0.199 -2.618 -4.010 0.05
C -0.980 -2.218 -3.808 -0.08
C -1.459 -0.883 -4.233 -0.28
C -2.442 -0.725 -5.203 -0.03
C -2.916 0.553 -5.450 -0.07
C -2.450 1.598 -4.670 -0.06
C -1.472 1.334 -3.723 -0.18
N -0.954 0.133 -3.542 0.07
C 1.506 -5.276 -1.921 -0.08
C 2.103 -6.185 -2.786 -0.01
C 2.616 -7.376 -2.303 -0.10
C 2.549 -7.665 -0.947 -0.10
C 1.979 -6.758 -0.070 -0.03
C 1.456 -5.564 -0.550 -0.18
H 0.901 -4.792 1.295 0.15
H 0.321 -2.634 0.569 0.14
H -1.722 -2.808 -3.253 0.13
H -2.831 -1.577 -5.745 0.11
H -3.656 0.723 -6.223 0.10
H -2.852 2.596 -4.795 0.10
H -1.099 2.104 -3.065 0.06
H 2.138 -5.937 -3.837 0.11
H 3.064 -8.089 -2.980 0.09
H 2.941 -8.599 -0.565 0.10
H 1.933 -6.972 0.990 0.11
F 5.419 -2.291 -1.988 0.11
C 4.877 -1.138 -2.451 -0.76
F 5.922 -0.525 -3.092 0.09
F 4.073 -1.537 -3.488 0.08
S 2.509 -1.687 -1.153 0.88
O 1.776 -0.503 -0.727 -0.98
O 3.024 -2.474 -0.048 -0.38
N 4.293 -0.430 -1.448 -0.15
S 3.492 0.935 -1.684 0.62
O 2.602 0.976 -2.800 -0.26
O 3.224 1.620 -0.464 -0.28
C 4.933 2.039 -2.302 -0.62
F 6.073 1.808 -1.631 0.11
F 5.215 1.958 -3.610 0.12
F 4.612 3.327 -2.073 0.10
Se 0.026 -0.194 6.017 0.61
Se 1.969 -1.401 6.043 0.59
C 2.901 -0.763 4.453 -0.66
C 4.274 -0.572 4.482 -0.13
C 4.885 -0.145 3.316 -0.07
C 4.117 0.084 2.197 -0.05
C 2.741 -0.092 2.277 -0.12
N 2.139 -0.519 3.393 0.06
C -1.202 -1.413 5.173 -0.67
C -2.473 -1.555 5.706 -0.12
C -3.372 -2.346 5.007 -0.07
C -2.953 -2.960 3.843 -0.06
C -1.641 -2.780 3.436 -0.12
N -0.768 -2.039 4.100 0.06
H 4.837 -0.754 5.388 0.09
H 5.955 0.015 3.292 0.10
H 4.540 0.408 1.257 0.09
H 2.143 0.130 1.397 0.08
H -2.748 -1.051 6.623 0.09
H -4.385 -2.473 5.368 0.10
H -3.618 -3.544 3.227 0.10
H -1.309 -3.232 2.515 0.10
O -2.275 1.789 -0.649 -0.64
S -2.844 1.782 0.679 0.37
O -3.175 3.121 1.172 -0.39
O -2.067 1.029 1.664 -0.45
C -4.429 0.930 0.712 -0.21
C -5.348 1.423 1.630 -0.06
C -6.537 0.750 1.857 -0.09
C -6.809 -0.418 1.155 -0.10
C -5.886 -0.910 0.244 -0.06
C -4.686 -0.246 0.030 -0.21
S -3.466 -0.936 -1.111 0.43
O -3.911 -2.320 -1.291 -0.37
O -3.615 -0.155 -2.319 -0.30
O -2.184 -0.870 -0.423 -0.67
H -5.085 2.335 2.146 0.10
H -7.242 1.126 2.588 0.09
H -7.735 -0.954 1.329 0.09
H -6.059 -1.836 -0.289 0.10
C 0.806 3.702 -4.178 -0.17
N 0.290 3.878 -2.829 -0.09
C 1.342 4.432 -1.981 -0.15
N 1.815 5.729 -2.507 -0.08
C 2.288 5.522 -3.872 -0.18
N 1.251 4.982 -4.756 -0.09
C 0.113 5.899 -4.732 -0.20
N -0.417 6.125 -3.390 -0.09
C -0.821 4.819 -2.835 -0.16
C 0.670 6.634 -2.549 -0.18
H 0.027 3.286 -4.823 0.11
H 1.646 3.005 -4.145 0.12
H 2.183 3.739 -1.944 0.11
H 0.940 4.582 -0.977 0.10
H 3.125 4.820 -3.853 0.12
H 2.626 6.481 -4.282 0.12
H -0.685 5.488 -5.358 0.12
H 0.433 6.861 -5.149 0.11
H -1.642 4.427 -3.441 0.12
H -1.168 4.953 -1.808 0.13
H 0.287 6.765 -1.535 0.13
H 0.999 7.602 -2.947 0.12
C -2.753 2.824 4.392 -0.11
C -1.572 3.770 4.575 -0.30
C -1.245 4.548 3.311 -0.31
S -0.629 3.515 1.884 0.95
O -0.323 4.570 0.881 -0.54
C 1.007 3.106 2.703 -0.30
C 2.200 3.487 1.843 -0.29
C 2.467 4.992 1.874 -0.10
H -2.922 2.262 5.313 0.06
H -2.559 2.133 3.574 0.04
H -3.656 3.384 4.149 0.07
H -0.699 3.193 4.892 0.08
H -1.797 4.476 5.384 0.10
H -0.492 5.317 3.488 0.09
H -2.141 5.003 2.890 0.08
H 0.940 2.023 2.820 0.07
H 1.080 3.571 3.687 0.08
H 2.013 3.173 0.816 0.07
H 3.088 2.944 2.182 0.10
H 1.584 5.520 1.521 0.05
H 3.306 5.243 1.225 0.07
H 2.698 5.320 2.892 0.07
```

Output
M, g/mol: 1487.10
Charge: -2
Calculated total energy, eV: -288547.7507
Lowest unoccupied orbital energy, Eh: 0.122
Frontier orbital gap, eV: 7.0